This record from the Open Molecules 2025 dataset describes C5H10O2 in the gas phase. The level of theory is the ωB97M-V functional and the def2-TZVPD basis.

Properties
total energy	-346.9478	Ha
energy relative to the best compared isomer or geometry (same formula, charge and spin)	203.7	kJ/mol
HOMO energy	-10.162	eV
HOMO-LUMO gap	11.085	eV

Cartesian coordinates (Å):
C (1.39, -0.85, 0.29)
C (-0.05, -0.65, -0.11)
C (-0.41, 0.68, -0.76)
C (0.04, 1.87, 0.06)
O (-0.43, 1.83, 1.39)
C (-0.94, -1.79, -0.32)
O (-0.98, -1.06, 0.90)
H (2.07, -0.50, -0.49)
H (1.59, -0.28, 1.20)
H (1.60, -1.91, 0.49)
H (-1.50, 0.71, -0.89)
H (0.04, 0.73, -1.76)
H (-0.32, 2.80, -0.41)
H (1.14, 1.92, 0.06)
H (-0.85, 0.97, 1.54)
H (-0.55, -2.80, -0.24)
H (-1.82, -1.68, -0.95)

Atomic partial charges in e from the Mulliken method, atoms 1 to 5:
1 C -1.488
2 C 1.395
3 C -0.935
4 C -0.478
5 O -0.510

This record from the Open Molecules 2025 dataset describes C4H6S3 in the gas phase at a distorted geometry. The level of theory is the ωB97M-V functional and the def2-TZVPD basis.

Properties
total energy	-1350.4983	Ha
energy relative to the best compared isomer or geometry (same formula, charge and spin)	128.2	kJ/mol
HOMO energy	-8.468	eV
HOMO-LUMO gap	8.418	eV

Cartesian coordinates (Å):
S (2.28, -0.81, 1.08)
C (1.61, 0.17, 2.13)
S (-0.10, 0.53, 2.35)
C (-0.78, -0.39, 0.88)
C (-0.65, 0.45, -0.39)
C (-0.06, 0.10, -1.55)
S (0.26, 1.01, -2.98)
H (2.21, 0.61, 2.84)
H (-1.91, -0.51, 1.23)
H (-0.25, -1.21, 1.04)
H (-1.26, 1.30, -0.23)
H (0.34, -0.88, -1.81)
H (-0.55, 1.99, -2.59)

Atomic partial charges in e from the Mulliken method, atoms 1 to 5:
1 S -0.276
2 C -0.167
3 S -0.018
4 C -0.968
5 C -0.199